[1]
Computed, not measured: a structure of composition C44H38AsP2PdS, with ωB97M-V/def2-TZVPD.

Total energy ... -5144.12630 a.u.
Net charge ... -1
Kohn-Sham gap ... 6.10 eV
Highest occupied orbital energy ... -3.6 eV
2S+1 ... 1
Relative energy (zero: lowest compared OMol25 entry of this formula, charge and spin) ... 11.54 kJ/mol
LUMO ... 2.5 eV

```
87
Properties=species:S:1:pos:R:3:mulliken_charge:R:1
Pd 1.03059 -0.18592 -1.19411 -1.170
S 2.36257 1.02622 -2.72810 -0.362
C 1.49110 2.28701 -3.57108 0.534
C 2.21191 3.21067 -4.35052 -0.723
C 1.58313 4.23538 -5.02768 -0.407
C 0.19962 4.38388 -4.95930 -0.893
C -0.53438 3.47715 -4.21171 -0.015
C 0.08522 2.43251 -3.53078 -0.559
As -0.91855 1.13804 -2.46765 0.955
C -2.73575 1.63719 -3.10298 -0.281
C -3.55731 2.61824 -2.55598 0.280
C -4.81430 2.87109 -3.09115 -0.685
C -5.26844 2.15123 -4.18665 -0.394
C -4.45767 1.17229 -4.74442 -0.708
C -3.20818 0.91734 -4.19914 -0.276
C -1.03093 2.17649 -0.80026 0.246
C -0.16685 3.23170 -0.53129 -0.355
C -0.25874 3.92908 0.66615 -0.687
C -1.21126 3.57955 1.61047 -0.565
C -2.08260 2.52996 1.35009 -0.644
C -1.98782 1.83517 0.15477 -0.186
H 3.28859 3.10072 -4.39747 0.403
H 2.17471 4.93137 -5.61285 0.329
H -0.29841 5.19218 -5.48066 0.380
H -1.61100 3.58827 -4.15997 0.298
H -3.21159 3.20111 -1.71149 0.365
H -5.43863 3.64118 -2.65276 0.383
H -6.24797 2.35168 -4.60390 0.359
H -4.80062 0.60421 -5.60119 0.376
H -2.57962 0.14649 -4.63489 0.404
H 0.58707 3.50101 -1.26168 0.305
H 0.42931 4.73968 0.87001 0.387
H -1.26792 4.11641 2.54988 0.327
H -2.83291 2.24904 2.08074 0.468
H -2.66897 1.01230 -0.04097 0.398
C -0.64156 -2.15441 0.86267 -1.537
C -0.50083 -0.78337 1.54900 0.921
P 1.06567 -0.72063 2.51707 0.548
C 1.49342 1.05730 2.65719 0.230
C 2.24037 1.59586 1.61793 -0.206
C 2.74946 2.88449 1.70308 -0.677
C 2.53817 3.65176 2.83861 -0.476
C 1.80558 3.12044 3.88829 -0.733
C 1.29107 1.83478 3.79862 -0.355
C 0.40123 -1.12171 4.19140 0.320
C -0.76255 -0.57459 4.73614 -0.076
C -1.21057 -0.95645 5.99015 -0.635
C -0.50539 -1.90202 6.72539 -0.472
C 0.64878 -2.45789 6.19823 -0.560
C 1.09524 -2.06845 4.94084 -0.758
P 0.73794 -2.21770 -0.40739 1.437
C 0.02675 -3.48261 -1.53760 0.436
C 0.37505 -4.82968 -1.55623 -0.392
C -0.23186 -5.70359 -2.45043 -0.758
C -1.19539 -5.24227 -3.33316 -0.468
C -1.54143 -3.89676 -3.32981 -0.659
C -0.92500 -3.02292 -2.44962 -0.095
C 2.07545 -3.16541 0.42317 0.436
C 3.37808 -2.78285 0.11547 -0.577
C 4.46190 -3.39556 0.72693 -0.596
C 4.25462 -4.39928 1.66204 -0.489
C 2.95979 -4.79653 1.96818 -0.761
C 1.87881 -4.18845 1.34715 -0.073
H -1.56709 -2.18834 0.28236 0.518
H -0.66533 -2.98439 1.57394 0.444
H -1.34795 -0.52112 2.18703 0.858
H -0.47372 -0.08564 0.72832 -1.270
H 2.45431 1.02707 0.71658 0.216
H 3.31564 3.28123 0.86869 0.405
H 2.94327 4.65476 2.90633 0.383
H 1.63681 3.70194 4.78746 0.386
H 0.74249 1.43543 4.64028 0.361
H -1.32035 0.16789 4.17714 0.361
H -2.11357 -0.51687 6.39704 0.400
H -0.85913 -2.20336 7.70390 0.362
H 1.20251 -3.19853 6.76271 0.396
H 1.99416 -2.50826 4.52208 0.369
H 1.12982 -5.20195 -0.87557 0.364
H 0.05358 -6.74908 -2.45761 0.377
H -1.66599 -5.92456 -4.03092 0.348
H -2.28062 -3.52410 -4.02915 0.419
H -1.15396 -1.96324 -2.47010 0.135
H 3.52561 -1.96850 -0.58662 0.370
H 5.46828 -3.07666 0.48391 0.405
H 5.09779 -4.87051 2.15294 0.370
H 2.79115 -5.58184 2.69614 0.408
H 0.87603 -4.51282 1.59828 0.349
```

***

[2]
Computed, not measured: a cluster of 7 separate species, C44H38ClFNO13 in total, with ωB97M-V/def2-TZVPD.

Total energy ... -3291.85063 a.u.
Net charge ... +1
Kohn-Sham gap ... 7.34 eV
Highest occupied orbital energy ... -11.2 eV
2S+1 ... 1
LUMO ... -3.9 eV

```
98
Properties=species:S:1:pos:R:3:mulliken_charge:R:1
C 8.52080 -3.98945 -1.11691 -0.960
C 8.27931 -2.59767 -0.32483 0.246
F 9.55061 -1.88298 -0.41829 -0.348
C 7.15224 -1.66411 -0.98084 -0.110
C 5.81662 -1.31949 -0.10631 -0.740
N 4.66578 -2.13200 -0.63629 0.064
C 5.05033 -2.75586 -1.95210 -0.305
C 4.77106 -4.31467 -2.22381 0.484
C 4.56437 -5.19958 -0.91255 0.186
O 5.47259 -6.00504 -0.56668 -0.488
Cl 3.06793 -5.18285 0.13879 -0.059
C 6.46825 -2.10245 -2.38408 -0.798
H 8.65977 -3.85265 -2.23961 0.237
H 9.47780 -4.44285 -0.65441 0.375
H 7.67308 -4.72692 -0.90743 0.182
H 8.08852 -2.86326 0.77910 0.257
H 7.66914 -0.63082 -1.00388 0.440
H 5.58487 -0.23720 -0.41956 0.333
H 5.98245 -1.36279 1.03465 0.331
H 3.92013 -1.45840 -0.92167 0.452
H 4.18461 -2.68919 0.09089 0.283
H 4.33109 -2.23977 -2.69825 0.310
H 3.88849 -4.47535 -2.93765 -0.394
H 5.69099 -4.75514 -2.76918 0.372
H 7.11641 -2.65602 -3.14407 0.328
H 6.14282 -1.07808 -2.81638 0.351
C -1.79735 -1.33644 2.02983 -0.597
C -0.79432 -0.56516 1.60699 -0.500
C 0.33406 -1.13077 0.83756 0.237
O 1.25664 -0.42725 0.44997 -0.656
C 0.30768 -2.57801 0.55434 -0.006
C -0.69355 -3.35032 0.97586 -0.210
C -1.82358 -2.78727 1.74565 0.509
O -2.73886 -3.49091 2.12939 -0.579
H -2.63146 -0.93966 2.59523 0.498
H -0.76092 0.49922 1.80650 0.861
H 1.14211 -2.97242 -0.00993 0.272
H -0.72617 -4.41295 0.77644 0.238
C 1.82863 -5.73784 4.30818 -0.356
C 1.91738 -6.38134 5.47266 -0.363
C 0.74956 -6.50424 6.37161 0.238
O 0.83011 -7.08873 7.43379 -0.527
C -0.51919 -5.88784 5.92841 -0.383
C -0.60716 -5.24434 4.76348 -0.297
C 0.56001 -5.12195 3.86597 0.280
O 0.47873 -4.53449 2.79859 -0.251
H 2.67355 -5.63764 3.63800 0.378
H 2.83871 -6.83883 5.81142 0.413
H -1.36415 -5.98787 6.59806 0.436
H -1.52860 -4.78661 4.42399 0.447
C -3.21379 3.83670 2.40512 -0.633
C -3.71695 4.85475 1.70619 -0.372
C -3.49480 4.96789 0.25015 0.380
O -3.95246 5.89898 -0.38869 -0.584
C -2.69559 3.90949 -0.40306 -0.521
C -2.19284 2.89196 0.29576 -0.267
C -2.41519 2.77891 1.75346 0.648
O -1.95664 1.84621 2.39308 -0.608
H -3.36599 3.73850 3.47259 0.447
H -4.30234 5.63329 2.16488 0.543
H -2.54369 4.00813 -1.47071 0.447
H -1.60469 2.10852 -0.16646 0.463
C 0.60436 -5.09989 -3.83161 -0.250
C -0.69052 -5.01856 -4.13950 -0.409
C -1.13692 -4.86354 -5.54081 0.278
O -2.31594 -4.78732 -5.82213 -0.512
C -0.09253 -4.80402 -6.58590 -0.417
C 1.20239 -4.88546 -6.27691 -0.392
C 1.64764 -5.04023 -4.87693 0.458
O 2.83322 -5.11677 -4.59395 -0.600
H 0.94915 -5.21298 -2.81084 0.484
H -1.46756 -5.06131 -3.38623 0.452
H -0.43673 -4.69115 -7.60629 0.414
H 1.97976 -4.84289 -7.02973 0.430
C -3.99328 8.50428 2.28452 -0.147
C -3.95724 9.83112 2.15618 -0.562
C -3.26582 10.67930 3.15042 0.290
O -3.23417 11.88895 3.03521 -0.530
C -2.61483 9.99971 4.29095 -0.400
C -2.65085 8.67280 4.41925 -0.453
C -3.34208 7.82502 3.42547 0.731
O -3.37340 6.61048 3.54163 -0.521
H -4.49577 7.86839 1.56573 0.318
H -4.42802 10.34430 1.32681 0.427
H -2.11260 10.63588 5.00897 0.404
H -2.18001 8.15958 5.24861 0.412
C -6.68762 7.22486 -2.93766 -0.485
C -6.11814 6.16601 -2.35923 -0.171
C -6.78001 4.84439 -2.35997 0.411
O -6.26150 3.87709 -1.83020 -0.558
C -8.09538 4.74051 -3.02705 -0.413
C -8.66451 5.79904 -3.60519 -0.368
C -8.00281 7.12146 -3.60476 0.327
O -8.52066 8.08693 -4.13376 -0.545
H -6.21775 8.20049 -2.94615 0.442
H -5.15413 6.22311 -1.86603 0.573
H -8.56530 3.76486 -3.01859 0.412
H -9.62748 5.74045 -4.09729 0.414
```